The following is a quantum chemistry calculation of 11 unconnected molecules or ions with the total composition C36H93N3O32P8 in a non-equilibrium geometry, from OMol25.

Last column: Löwdin charge in e.
Geometry (Å):
H  -4.585  -2.610  -3.807  0.086
H  6.450  -2.127  0.032  0.075
C  0.767  1.642  -4.847  -0.253
H  0.024  2.226  -4.260  0.098
H  -1.547  -1.687  -2.898  0.083
P  -0.776  5.579  -3.104  0.401
H  -4.046  2.995  -3.070  0.084
H  -0.978  2.214  1.990  0.109
H  4.906  -3.399  7.222  0.086
H  2.395  1.957  -3.426  0.063
H  4.222  -1.620  -4.756  0.047
H  -4.264  -6.788  4.141  0.085
P  4.615  6.228  1.144  0.356
H  7.016  8.012  0.212  0.082
H  -5.919  -3.213  -2.802  0.082
H  -4.712  -5.886  2.667  0.063
H  0.534  -2.993  -2.735  0.066
O  -1.220  -5.030  4.153  -0.241
O  4.403  -1.622  2.965  -0.229
C  -1.952  5.186  -0.848  -0.070
C  -3.315  -1.770  4.682  -0.035
O  -3.900  -4.669  4.174  -0.241
H  3.335  -3.821  6.530  0.087
P  -4.406  -4.281  -0.779  0.311
O  3.556  5.691  0.061  -0.232
C  -3.410  2.137  -2.892  -0.061
H  -1.842  5.500  0.201  0.095
H  1.489  0.566  4.647  0.061
C  -4.022  1.047  1.545  -0.032
P  3.739  -2.098  4.190  0.380
H  5.213  3.744  3.710  0.079
H  0.966  1.556  -1.239  0.079
O  -2.273  -2.726  4.264  -0.244
C  1.853  5.810  -3.069  -0.032
C  0.510  0.207  -4.488  -0.116
C  -4.947  -3.459  -3.226  -0.031
O  2.710  -1.050  4.842  -0.221
N  3.120  0.149  -2.177  0.196
H  -4.752  1.203  2.360  0.096
H  -3.032  -6.241  3.019  0.054
C  4.807  -2.317  -5.345  -0.070
H  -1.882  -0.071  -2.208  0.063
H  -2.013  3.241  4.144  0.115
O  -4.161  1.153  -2.075  -0.221
H  -2.323  4.150  -0.930  0.050
C  -0.674  2.004  3.040  -0.181
C  2.535  -4.106  -7.659  -0.080
C  5.034  4.789  3.454  -0.073
H  -3.430  1.943  1.436  0.070
O  -0.336  -1.185  -1.268  -0.220
O  -0.648  5.204  -1.537  -0.253
N  1.548  3.267  3.581  0.186
H  -3.092  1.674  -3.820  0.093
H  4.562  -3.623  -0.176  0.107
C  0.564  2.738  3.285  -0.219
H  1.830  -2.826  2.309  0.058
H  0.549  1.852  -5.897  0.120
H  -3.445  0.181  1.716  0.040
O  2.218  -3.180  -3.894  -0.232
P  -2.379  -4.238  4.646  0.399
C  -1.628  -1.103  -1.986  -0.047
O  5.046  4.890  1.972  -0.244
H  1.022  -4.077  3.316  0.056
C  -1.257  1.829  5.477  -0.098
C  -7.466  1.711  -0.208  -0.048
H  4.047  5.054  3.869  0.071
H  7.855  6.429  0.178  0.099
H  -0.452  -1.976  2.048  0.072
H  2.331  4.984  1.666  0.061
O  4.196  7.306  2.056  -0.236
H  -2.397  -1.497  -1.336  0.076
H  6.028  -1.512  -1.636  0.071
C  3.183  1.422  -5.253  -0.210
H  -4.328  -2.030  4.425  0.080
H  4.146  -3.106  -1.771  0.086
H  6.583  -3.110  -1.522  0.068
H  5.813  5.431  3.926  0.088
H  1.741  6.883  -3.079  0.083
H  -0.360  2.416  5.656  0.072
H  0.179  -2.867  -4.460  0.086
O  -3.905  -3.687  -2.167  -0.236
C  7.008  7.006  0.593  -0.072
H  -2.752  5.798  -1.288  0.093
O  2.927  -3.464  4.000  -0.231
H  2.238  3.177  -4.706  0.100
H  2.007  5.459  -2.055  0.058
H  -2.202  -2.246  2.183  0.066
O  4.634  -2.474  5.450  -0.219
H  -2.558  2.486  -2.296  0.051
H  2.424  -4.423  2.271  0.091
C  0.019  2.022  -0.905  -0.062
C  -3.991  -5.992  3.450  -0.038
H  3.620  -4.156  -7.923  0.099
H  -7.037  1.233  0.684  0.069
C  0.790  -3.412  -3.713  -0.082
O  -1.633  -0.713  0.897  -0.238
O  -5.388  -5.408  -0.839  -0.254
O  -0.806  7.206  -3.001  -0.240
H  -0.386  2.492  -1.805  0.070
H  -7.657  2.760  0.056  0.087
O  5.787  6.379  0.121  -0.211
P  -0.346  -0.289  0.074  0.356
H  -1.660  -5.900  -0.842  0.084
H  -1.366  -2.768  0.717  0.094
H  -3.213  -1.735  5.775  0.094
O  0.660  5.190  -3.695  -0.229
C  -1.759  2.189  4.102  -0.242
C  1.944  -3.705  2.933  -0.037
C  2.149  2.120  -4.459  -0.197
H  -3.183  -6.707  -0.492  0.082
H  -1.006  0.764  5.603  0.080
H  -5.705  -4.109  1.607  0.054
C  3.374  -0.639  -1.415  -0.193
H  1.273  -0.429  -4.939  0.069
C  -1.305  7.932  -4.158  -0.081
O  -0.952  1.101  -0.353  -0.229
H  -1.268  7.330  -5.091  0.098
C  -1.402  -2.005  1.507  -0.055
O  -4.571  3.237  -0.575  -0.235
H  -0.475  -0.148  -4.807  0.076
C  1.927  -0.154  3.978  -0.071
H  -2.158  -6.202  0.872  0.075
H  2.700  5.514  -3.683  0.091
H  -5.067  -4.362  -3.803  0.082
O  4.447  -3.700  -4.961  -0.229
H  2.688  -1.983  -0.018  0.094
H  0.271  2.761  -0.126  0.087
C  4.041  -2.992  6.697  -0.061
N  3.977  0.797  -5.820  0.156
H  1.631  4.828  0.007  0.049
C  2.203  5.462  0.674  -0.054
O  -2.577  -4.240  6.241  -0.247
H  5.901  -2.180  -5.302  0.099
H  0.577  -4.525  -3.718  0.106
O  -4.905  -2.978  -0.040  -0.226
H  1.143  -0.701  3.483  0.055
H  4.055  -1.069  0.536  0.104
H  0.580  -0.031  -3.424  0.050
H  -2.636  1.645  3.740  0.081
C  3.683  -1.624  -0.334  -0.163
P  -4.926  1.826  -0.855  0.376
C  6.070  -2.358  -0.947  -0.086
O  2.696  -5.535  -5.103  -0.238
H  2.144  -5.113  -7.611  0.073
H  4.448  -2.207  -6.378  0.071
O  -1.901  4.987  -3.858  -0.233
H  -2.335  8.220  -3.946  0.088
H  2.543  0.352  3.232  0.092
H  7.109  7.057  1.678  0.084
C  -5.831  -3.145  1.157  0.001
O  -4.804  0.730  0.287  -0.230
H  -5.640  -2.310  1.811  0.073
H  -6.833  -3.082  0.728  0.092
H  -2.985  -6.341  6.420  0.084
O  2.292  -3.427  -6.387  -0.262
O  -3.012  -4.581  -0.132  -0.232
H  1.668  6.407  0.785  0.092
H  -0.743  8.833  -4.263  0.073
H  1.985  -3.492  -8.395  0.092
H  3.559  -2.184  7.244  0.082
H  -8.374  1.215  -0.548  0.084
C  -2.475  -5.964  -0.141  -0.026
H  -0.405  0.955  2.971  0.092
H  -3.264  -5.339  7.879  0.084
P  2.897  -4.086  -5.032  0.372
H  -1.599  -5.706  7.399  0.090
C  4.600  -2.757  -0.858  -0.248
O  0.959  -0.365  0.725  -0.200
C  -2.607  -5.504  7.029  -0.037
H  -2.002  2.138  6.206  0.077
H  -3.058  -0.795  4.256  0.075
O  -6.457  1.552  -1.319  -0.229

HOMO   -10.3 eV
Frontier orbital gap   10.310 eV
LUMO level   0.0020 Eh
E   -6730.96534 hartree